No. 1
Density functional theory data (the ωB97M-V functional and the def2-TZVPD basis) for the molecule C20H21BN2.

Structure (XYZ):
```
44
Properties=species:S:1:pos:R:3:mulliken_charge:R:1
C -5.8409 -0.8907 -1.6868 -0.532
C -4.9983 -1.8988 -1.2272 -0.569
C -3.8748 -1.5358 -0.4691 -0.351
C -3.5318 -0.2067 -0.2977 0.479
N -2.3822 0.1334 0.3665 0.021
C -1.7765 1.4402 0.3209 -0.739
B -0.2266 1.2358 0.4878 0.108
C 0.6013 1.1869 -0.8935 -0.967
N 2.0983 1.3954 -0.8473 -0.132
C 3.0482 0.4820 -1.3428 0.376
C 2.6290 -0.7104 -2.0120 -0.010
C 3.4814 -1.6996 -2.3912 -0.884
C 4.8180 -1.3579 -2.0763 -0.327
C 5.2510 -0.2260 -1.5123 -0.676
C 4.3662 0.7515 -1.1141 -0.163
C 0.5576 0.7473 1.6917 0.810
C -0.0963 0.7321 2.9736 -0.569
C 0.4243 0.0383 4.0041 -0.434
C 1.6847 -0.4963 4.0479 -0.515
C 2.3724 -0.4090 2.8579 -0.558
C 1.7963 0.0749 1.6907 -0.096
C -4.3992 0.7823 -0.6961 -0.160
C -5.6093 0.4558 -1.3290 -0.681
H -6.5467 -1.3016 -2.2985 0.432
H -5.1451 -2.8943 -1.4487 0.466
H -3.2004 -2.3608 -0.1306 0.255
H -1.7770 -0.5687 0.7700 0.180
H -1.7617 1.8884 -0.7474 0.364
H -2.2495 2.0595 1.0950 0.254
H 0.2479 1.9007 -1.5606 0.434
H 0.3235 0.2163 -1.3318 0.224
H 2.2542 2.3228 -0.5412 0.187
H 1.5326 -0.8539 -2.1745 0.219
H 3.0705 -2.6553 -2.7564 0.373
H 5.5631 -2.0903 -2.1758 0.360
H 6.2719 -0.0232 -1.3111 0.405
H 4.7368 1.5831 -0.5431 0.386
H -0.9896 1.3240 3.1117 0.294
H -0.1555 0.0721 4.9047 0.348
H 2.1211 -1.0203 4.9359 0.345
H 3.3272 -0.8245 2.8964 0.446
H 2.4259 0.0983 0.7723 -0.111
H -4.1613 1.8241 -0.4926 0.346
H -6.2805 1.2787 -1.5193 0.362
```

Properties
E_LUMO ... -0.21 eV
Highest occupied orbital energy ... -0.278 Eh
SMILES string ... c1ccc(NCB(CNc2ccccc2)c2ccccc2)cc1
Max |F| ... 3.86 eV Å⁻¹
Frontier orbital gap ... 7.34 eV

No. 2
Density functional theory data (the ωB97M-V functional and the def2-TZVPD basis) for a cluster of 13 separate species, C65H147F30N9O3P7 in total.

Structure (XYZ):
```
261
Properties=species:S:1:pos:R:3:mulliken_charge:R:1
C 1.7950 -5.2703 4.6674 -0.845
N 1.3447 -5.6539 3.2568 0.290
C 1.1884 -4.4029 2.3784 -0.753
C 2.3441 -6.5563 2.6346 -0.647
C 0.0297 -6.4482 3.2829 -0.657
C -1.2613 -5.6679 3.7260 -0.672
O -1.1602 -4.9351 4.9101 -0.509
H 1.9584 -6.1772 5.2496 0.410
H 1.1566 -4.5379 5.1614 0.254
H 2.8141 -4.9141 4.5168 0.392
H 0.8665 -4.8746 1.4500 0.494
H 2.1974 -4.0091 2.2560 0.018
H 0.4974 -3.6483 2.7542 0.301
H 2.5664 -7.3664 3.3291 0.429
H 3.2367 -6.0434 2.2763 0.096
H 1.9096 -7.0016 1.7396 0.392
H 0.2564 -7.1837 4.0548 0.436
H -0.2827 -6.9247 2.3537 0.382
H -2.1019 -6.3582 3.7965 0.504
H -1.5362 -4.9722 2.9332 0.301
H -1.2616 -5.5891 5.6055 0.380
C 2.8270 -2.1028 -10.0307 -0.844
N 3.8995 -1.0730 -9.6083 -0.059
C 4.7433 -0.6800 -10.8497 -0.831
C 3.2019 0.2294 -9.1049 -0.812
C 4.8915 -1.6283 -8.4797 -1.001
C 4.2940 -2.3880 -7.2951 0.049
O 3.5693 -1.5813 -6.5298 -0.177
H 2.1805 -1.7728 -10.8438 0.356
H 2.2337 -2.2837 -9.1344 0.342
H 3.4110 -3.0074 -10.2006 0.379
H 5.3456 -1.5490 -11.1146 0.406
H 5.3802 0.1680 -10.5981 0.377
H 4.0766 -0.3853 -11.6600 0.377
H 2.7313 0.6682 -9.9847 0.439
H 3.9575 0.8172 -8.5837 0.346
H 2.3406 -0.0674 -8.5064 0.329
H 5.3661 -0.6908 -8.1900 0.333
H 5.5455 -2.2956 -9.0411 0.376
H 5.2430 -2.7986 -6.9502 0.286
H 3.8732 -3.3529 -7.5779 0.441
H 3.7457 -1.9278 -5.6521 -0.061
C 8.1001 -1.1206 -3.9440 -0.814
N 7.4096 -0.0258 -3.1801 0.248
C 8.0391 1.3794 -3.6008 -0.824
C 5.9126 0.0520 -3.7337 -0.735
C 7.6454 -0.0816 -1.6630 -1.034
C 7.1367 -1.2638 -0.7629 0.416
O 7.5355 -2.5088 -1.1535 -0.614
H 8.0186 -0.8242 -4.9897 0.456
H 7.5931 -2.0781 -3.8245 0.202
H 9.1501 -1.1191 -3.6516 0.343
H 9.0415 1.3783 -3.1729 0.434
H 7.5980 2.2793 -3.1721 0.248
H 8.0519 1.4371 -4.6892 0.394
H 5.4987 -0.9057 -3.4181 0.133
H 5.9782 -0.0050 -4.8203 0.408
H 5.2630 0.8617 -3.4013 0.314
H 7.2661 0.8829 -1.3254 0.371
H 8.7202 0.0026 -1.5028 0.516
H 6.0648 -1.4592 -0.7319 -0.314
H 7.6148 -1.1335 0.2079 0.392
H 7.0558 -3.0418 -0.5153 0.389
C -0.0248 -2.8679 -3.6426 -0.804
C 0.4516 -1.3974 -3.8240 -0.320
N 0.6436 -0.8114 -2.4702 0.463
C 0.3494 0.4771 -2.0263 -0.810
C 0.9822 0.6797 -0.8129 -0.528
N 1.5744 -0.5017 -0.4375 1.324
C 1.3375 -1.4275 -1.4542 -1.371
C 2.3973 -0.6874 0.7118 -0.319
H -0.3362 -3.1950 -4.6346 -0.082
H -0.8387 -2.9643 -2.9240 0.464
H 0.6618 -3.6247 -3.2632 0.360
H -0.3030 -0.8314 -4.3703 0.389
H 1.3863 -1.2596 -4.3674 0.012
H -0.0341 1.2296 -2.6994 0.799
H 1.1232 1.5620 -0.2063 0.556
H 1.7445 -2.4255 -1.3849 0.654
H 2.4833 0.2469 1.2665 0.508
H 3.3994 -0.9915 0.4094 -0.222
H 2.0966 -1.6292 1.1708 -0.136
C -3.1149 0.5939 -0.9218 -1.087
C -3.4490 0.9742 -2.4340 0.239
N -4.7943 0.7219 -2.9111 0.309
C -5.9898 0.7811 -2.1688 -0.178
C -7.0391 0.5609 -3.0538 -0.688
N -6.5082 0.2028 -4.3519 0.371
C -5.1688 0.4438 -4.2532 -0.790
C -7.2916 -0.0542 -5.5119 -0.879
H -2.0336 0.4941 -0.8274 -0.076
H -3.5746 -0.3530 -0.6387 0.533
H -3.4991 1.4009 -0.2979 0.508
H -2.8958 0.3129 -3.1008 -0.163
H -3.2479 2.0049 -2.7259 0.235
H -6.0496 0.9476 -1.1034 0.457
H -8.0105 0.3282 -2.6430 0.342
H -4.4165 0.4491 -5.0280 0.722
H -7.4722 -1.0876 -5.8078 0.318
H -6.8620 0.2642 -6.4617 0.389
H -8.3228 0.2918 -5.4408 0.356
C -0.8892 -5.5995 -6.8060 -0.645
C -0.6935 -7.1152 -6.5274 -0.809
N 0.5916 -7.3468 -5.8964 0.292
C 0.9068 -7.4641 -4.5398 -0.345
C 2.3364 -7.5531 -4.5471 -0.606
N 2.8301 -7.6584 -5.8393 0.315
C 1.7609 -7.5721 -6.6174 -0.187
C 4.1967 -7.9908 -6.2070 -0.791
H -0.9704 -5.1630 -5.8105 0.106
H -1.8856 -5.4782 -7.2308 0.380
H -0.1210 -5.0598 -7.3598 0.329
H -0.8604 -7.6833 -7.4426 0.373
H -1.4831 -7.4170 -5.8392 0.318
H 0.1762 -7.2812 -3.7658 0.399
H 2.9604 -7.4885 -3.6680 0.514
H 1.8779 -7.8444 -7.6559 0.372
H 4.6807 -7.0394 -5.9862 0.307
H 4.2661 -8.2667 -7.2593 0.307
H 4.6305 -8.7849 -5.5992 0.316
C -1.0942 -1.3169 1.9339 -0.651
C -2.3792 -0.9831 2.6824 -0.147
C -3.5074 -2.0618 2.6332 -0.164
C -4.9431 -1.6482 3.0760 -1.238
P -5.3657 -1.5493 4.8651 0.546
C -4.5958 -0.1890 5.7026 -0.989
C -4.3059 -0.1186 7.2225 -0.615
C -3.9837 1.3280 7.6363 -0.710
C -2.7445 1.8526 6.8412 -0.987
C -7.2034 -1.4807 5.0810 -0.724
C -7.8240 -1.8063 6.5407 -0.165
C -9.2250 -1.2845 6.8476 -0.705
C -10.2646 -1.8030 5.9188 -1.163
C -4.8914 -3.1549 5.5261 -1.367
C -5.1724 -4.3999 4.6900 -0.261
C -5.4011 -5.5914 5.5215 -0.685
C -6.7723 -5.7174 6.1772 -1.309
H -1.2678 -1.0240 0.8985 -0.259
H -0.8450 -2.3761 1.8702 -0.194
H -0.2905 -0.7299 2.3785 0.619
H -2.7870 -0.0462 2.3028 0.438
H -2.0813 -0.9494 3.7304 0.206
H -3.1670 -2.8573 3.2961 -0.400
H -3.7205 -2.4855 1.6518 0.544
H -5.7291 -2.1718 2.5318 0.544
H -4.9443 -0.6038 2.7640 0.642
H -4.7886 0.7723 5.2262 0.798
H -3.5640 -0.2624 5.3588 0.299
H -3.6860 -0.8790 7.6976 0.535
H -5.2953 -0.3445 7.6202 0.134
H -3.7698 1.3304 8.7051 0.438
H -4.8402 1.9920 7.5193 0.334
H -2.8894 1.7839 5.7631 0.265
H -1.8259 1.3210 7.0898 0.306
H -2.4952 2.8884 7.0715 0.315
H -7.7349 -2.1939 4.4510 0.643
H -7.3171 -0.4521 4.7385 0.383
H -7.1128 -1.4883 7.3030 0.354
H -7.8440 -2.8842 6.7014 -0.176
H -9.2444 -0.1981 6.9341 0.407
H -9.6249 -1.5381 7.8294 0.384
H -9.8592 -1.8709 4.9093 0.321
H -11.1293 -1.1402 5.8888 0.351
H -10.6400 -2.7693 6.2556 0.300
H -5.5030 -3.1583 6.4284 0.809
H -3.8684 -3.1040 5.8989 0.685
H -4.4357 -4.5394 3.8988 0.214
H -6.1125 -4.2025 4.1751 0.347
H -4.6418 -5.5419 6.3020 0.324
H -5.1189 -6.4639 4.9323 0.381
H -6.8516 -6.5791 6.8400 0.433
H -7.5585 -5.9490 5.4586 0.369
H -7.0928 -4.9277 6.8568 0.215
C 2.7247 6.8326 6.8119 -0.994
C 3.1817 7.9181 5.8877 -0.876
C 2.2835 8.4808 4.7723 -0.591
C 1.8057 7.3588 3.7765 -0.794
P 0.1618 7.7111 3.1159 0.699
C -1.0490 7.7676 4.5938 -0.901
C -1.5064 6.4337 5.1623 -0.429
C -2.3157 6.6627 6.4651 -0.629
C -1.5766 7.3017 7.6805 -1.247
C -0.2640 6.5580 1.8239 -0.881
C 0.3836 6.7181 0.4071 -0.750
C -0.1906 5.6834 -0.5692 -1.140
C 0.5421 4.2968 -0.3776 -0.120
C 0.1753 9.4013 2.2941 -0.848
C 0.6270 10.7048 2.9917 -0.738
C 0.2672 11.9853 2.1969 -0.542
C -1.1543 12.3020 1.8791 -1.205
H 1.6741 7.0197 7.0338 0.068
H 3.2731 6.9472 7.7469 0.392
H 2.5981 5.8377 6.3851 0.307
H 4.2059 7.7571 5.5512 0.338
H 3.1629 8.8051 6.5209 0.389
H 3.0054 9.1620 4.3219 0.306
H 1.4921 9.1196 5.1644 0.422
H 1.5832 6.3580 4.1466 0.561
H 2.5076 7.3363 2.9429 0.729
H -1.9007 8.4081 4.3643 0.710
H -0.6000 8.3723 5.3818 0.293
H -0.6751 5.8166 5.5034 0.298
H -2.0346 5.8256 4.4279 0.378
H -2.7936 5.7913 6.9128 0.276
H -3.1763 7.2810 6.2098 0.376
H -1.1280 8.2638 7.4333 0.308
H -0.6995 6.8093 8.1005 0.322
H -2.2945 7.7292 8.3805 0.387
H -1.3533 6.5865 1.8489 0.471
H 0.0856 5.6219 2.2594 0.428
H 1.4717 6.7771 0.3797 0.538
H 0.1455 7.6639 -0.0797 0.488
H -0.2607 5.8373 -1.6460 0.372
H -1.2592 5.6535 -0.3566 0.420
H 0.2054 3.5374 -1.0833 -0.423
H 0.4226 3.8283 0.5993 0.401
H 1.5986 4.5175 -0.5298 0.197
H -0.8960 9.5653 2.1776 0.425
H 0.7386 9.2915 1.3674 0.510
H 1.6804 10.4474 3.1019 0.318
H 0.2605 10.7776 4.0157 0.314
H 0.9113 11.9361 1.3189 0.329
H 0.5836 12.8871 2.7212 0.400
H -1.7850 11.9644 2.7015 0.289
H -1.4430 11.8445 0.9328 0.273
H -1.3949 13.3640 1.8297 0.378
P -1.0796 3.5750 -4.5053 1.249
F -1.3185 3.1364 -2.9620 -0.392
F -1.4780 2.0885 -5.1067 -0.311
F -2.5963 4.0470 -4.6042 -0.426
F -0.8438 4.1767 -6.0417 -0.381
F -0.6365 5.1109 -4.0241 -0.399
F 0.4872 3.1949 -4.4773 -0.374
P 4.6601 2.4891 -0.4733 1.437
F 5.8835 2.9783 0.4594 -0.388
F 4.2328 4.0248 -0.5948 -0.399
F 5.6016 2.6003 -1.8398 -0.344
F 3.3745 2.1708 -1.4103 -0.318
F 5.0436 0.8769 -0.3606 -0.512
F 3.7337 2.4790 0.8712 -0.401
P -3.3731 -2.5134 -5.6822 1.372
F -3.1507 -3.8789 -4.8681 -0.372
F -1.9698 -2.4966 -6.4875 -0.336
F -3.8314 -3.3766 -6.9545 -0.394
F -3.5068 -1.0591 -6.4529 -0.403
F -4.8606 -2.5403 -5.0284 -0.424
F -2.8307 -1.6382 -4.4377 -0.391
P 5.7053 -3.0134 2.6848 1.437
F 4.4304 -2.5109 3.6740 -0.405
F 5.1802 -1.9063 1.6584 -0.496
F 6.8284 -1.9428 3.3511 -0.386
F 6.8439 -3.5491 1.6021 -0.399
F 6.2253 -4.0015 3.9018 -0.351
F 4.6608 -4.1399 2.0472 -0.384
P 4.0140 -4.1413 -3.5498 1.501
F 4.6283 -5.6463 -3.2084 -0.354
F 4.9977 -3.3532 -2.5557 -0.500
F 5.1802 -4.0454 -4.7542 -0.385
F 3.4136 -2.6688 -3.9156 -0.350
F 3.0940 -4.8140 -4.7744 -0.412
F 2.8258 -4.5240 -2.4654 -0.356
```

Properties
E_LUMO ... -4.97 eV
Highest occupied orbital energy ... -0.493 Eh
Charge ... +3
Max |F| ... 4.61 eV Å⁻¹
Frontier orbital gap ... 8.44 eV